Entry from OMol25: the molecule C2H5ClOS in a non-equilibrium geometry (wB97M-V/def2-TZVPD).

2S+1: 1
Structure (SMILES): O[C@H](S)CCl
LUMO, eV: 0.7
Max |F|, eV/Å: 4.76
Frontier orbital gap, eV: 10.2

Last column: natural (NBO) charge in e.
Atoms and positions in Å:
Cl 0.599 2.490 1.151  -0.07
S -1.373 0.939 -0.892  -0.07
O 1.283 0.224 -1.088  -0.67
C 0.445 0.690 1.071  -0.41
C 0.155 0.077 -0.323  -0.02
H -0.771 1.915 -1.522  0.13
H 1.437 0.379 1.601  0.23
H -0.264 0.444 1.892  0.23
H -0.106 -0.936 -0.241  0.19
H 0.986 0.018 -1.906  0.47

Force components x, y, z for each atom (eV/Å):
-0.1 -0.4 -0.4
-0.5 -1.1 -0.4
1.3 1.2 3.0
1.9 -0.7 2.6
-0.1 2.7 2.4
0.5 0.7 -0.2
-1.4 0.1 -1.7
-0.2 0.0 -1.2
-0.6 -1.5 0.4
-0.8 -1.0 -4.6